ORCA calculation (the ωB97M-V functional and the def2-TZVPD basis) on CH3NO2S2 as an isolated structure at a distorted geometry.

Properties
- molecular weight (g/mol) = 125.2
- spin multiplicity = 1
- lowest unoccupied orbital energy (spin up / spin down) (eV) = -1.90 / -1.99
- relative energy (zero: lowest compared OMol25 entry of this formula, charge and spin) (kJ/mol) = 315.3
- orbital gap (spin up / spin down) (eV) = 7.2 / 7.1

Last column: natural (NBO) charge in e.
Atoms and positions in Å:
C  0.1223  0.3553  0.1470  -0.366
N  -0.6344  -0.8347  -0.1281  -0.296
O  -3.5078  -0.3229  -0.9818  -0.845
O  -1.7128  -0.9951  0.6565  -0.547
S  -1.0586  1.8233  0.1354  -0.199
S  -3.0897  -0.0625  0.3699  1.434
H  0.4820  0.2709  1.2467  0.222
H  0.8692  0.5570  -0.6014  0.242
H  -1.1596  -0.8554  -1.1048  0.354

Forces on the atoms, in the same order (eV/Å):
-1.727 1.313 2.845
-0.504 -1.083 -4.753
-0.267 0.051 -0.157
-2.321 0.082 2.680
-1.127 -1.556 0.037
3.340 1.097 -0.143
-0.111 0.048 -2.118
0.312 -0.360 -0.095
2.406 0.409 1.703

=====

ORCA calculation (the ωB97M-V functional and the def2-TZVPD basis) on one molecule with the formula CH3NO2S2 at a distorted geometry.

Properties
- molecular weight (g/mol) = 125.2
- spin multiplicity = 1
- lowest unoccupied orbital energy (eV) = -1.84
- relative energy (zero: lowest compared OMol25 entry of this formula, charge and spin) (kJ/mol) = 116.7
- orbital gap (eV) = 8.2

Last column: natural (NBO) charge in e.
Atoms and positions in Å:
C  0.2229  -0.0888  1.3767  -0.612
N  0.0594  0.5972  -1.3665  -1.013
O  -1.5950  -0.9290  -0.4477  -0.927
O  0.6637  -1.7969  -0.7258  -0.896
S  0.2401  1.4777  1.6035  0.208
S  -0.1771  -0.7011  -0.2936  2.190
H  0.4158  -0.8758  2.1926  0.262
H  0.9241  1.0737  -1.0446  0.382
H  -0.7539  1.2430  -1.2947  0.406

Forces on the atoms, in the same order (eV/Å):
0.203 -1.209 0.653
0.631 0.066 1.733
0.287 0.210 1.332
0.251 1.283 1.340
0.111 0.300 0.562
-1.257 -0.991 -3.443
-0.391 1.031 -1.480
-0.720 -0.054 -0.754
0.884 -0.636 0.056

=====

ORCA calculation (the ωB97M-V functional and the def2-TZVPD basis) on a 2-piece molecular cluster, CH3NO3 overall at a distorted geometry.

Properties
- molecular weight (g/mol) = 77.0
- spin multiplicity = 1
- lowest unoccupied orbital energy (spin up / spin down) (eV) = -0.69 / -0.90
- relative energy (zero: lowest compared OMol25 entry of this formula, charge and spin) (kJ/mol) = 312.8
- orbital gap (spin up / spin down) (eV) = 9.1 / 8.2

Last column: natural (NBO) charge in e.
Atoms and positions in Å:
C  0.4138  0.2975  -0.6395  0.189
N  -0.0553  -0.6850  1.7137  0.453
O  -0.5464  -1.5445  2.2335  -0.112
O  -0.6363  1.1415  -0.3094  -0.743
O  0.2118  -1.0512  -0.2428  -0.581
H  0.6567  0.2193  -1.7846  0.152
H  1.4135  0.5578  -0.1792  0.155
H  -1.4579  1.0646  -0.7917  0.487

Forces on the atoms, in the same order (eV/Å):
1.510 -2.439 -1.646
0.248 -0.628 -1.243
0.169 0.288 -0.481
0.796 0.908 0.905
-0.742 1.321 1.439
-0.718 0.302 1.715
-1.438 0.879 -0.117
0.175 -0.631 -0.572

=====

ORCA calculation (the ωB97M-V functional and the def2-TZVPD basis) on a 2-piece molecular cluster, CH3NO3 overall at a distorted geometry.

Properties
- molecular weight (g/mol) = 77.0
- spin multiplicity = 1
- lowest unoccupied orbital energy (eV) = 0.33
- relative energy (zero: lowest compared OMol25 entry of this formula, charge and spin) (kJ/mol) = 261.5
- orbital gap (eV) = 10.7

Last column: natural (NBO) charge in e.
Atoms and positions in Å:
C  1.1480  0.1227  0.9514  0.310
N  -0.7347  0.3500  -1.1017  0.315
O  -1.1864  0.7427  -2.1376  -0.298
O  -1.5975  -0.6047  -0.6270  -0.534
O  0.1250  -0.3842  1.2650  -0.550
H  1.5664  -0.3235  -0.0138  0.125
H  1.7370  0.9842  1.5190  0.138
H  -1.0578  -0.8872  0.1447  0.492

Forces on the atoms, in the same order (eV/Å):
2.402 0.314 -1.451
-2.394 0.139 -2.853
1.365 0.402 1.046
1.089 -0.149 0.833
-1.089 0.035 2.106
0.487 1.123 0.944
-1.272 -1.579 -0.838
-0.586 -0.285 0.212